Here is C44H46As2N3O2RuS3 as an isolated structure at a distorted geometry from the Open Molecules 2025 dataset. Energies are from the ωB97M-V functional and the def2-TZVPD basis.

Geometry as XYZ:
```
101
Properties=species:S:1:pos:R:3:forces:R:3:mulliken_charge:R:1
Ru -0.390 -0.013 -0.280 -1.5526 -0.8957 -1.0138 0.53
N 1.552 0.379 1.404 0.5183 0.1116 0.0705 -0.52
C 1.335 -0.235 2.708 -0.1395 -0.0296 0.1778 -0.75
C 1.225 -1.749 2.532 -0.2263 0.0474 0.0030 -0.83
C -0.205 -2.146 2.173 0.4959 0.2370 -0.0480 0.23
O -0.802 -2.978 2.826 -0.2033 -0.5266 0.4860 -0.67
O -0.741 -1.567 1.152 0.1036 0.6446 -0.3051 1.15
H 2.420 0.030 0.997 -0.1429 0.0547 0.1298 0.36
H 1.642 1.388 1.502 0.0036 -0.1525 -0.0938 0.26
H 0.393 0.172 3.096 0.1688 -0.0746 0.0376 0.24
H 2.129 0.027 3.423 -0.0913 -0.1022 -0.1295 0.47
H 1.525 -2.282 3.434 -0.1013 0.0268 -0.0330 0.35
H 1.876 -2.068 1.711 0.0482 -0.0129 0.0228 0.16
S -0.616 2.095 1.002 0.0158 0.0985 -0.1834 -0.57
C -2.279 2.478 1.421 -0.0138 -0.1140 -0.1195 -0.24
C -2.512 3.690 2.092 0.1016 -0.1156 -0.0740 -0.70
C -3.787 4.072 2.435 -0.1567 0.0309 0.0277 -0.73
C -4.878 3.266 2.122 -0.0168 -0.0046 -0.0043 -0.85
C -4.665 2.074 1.459 -0.0378 -0.0669 -0.0518 -0.57
C -3.376 1.675 1.103 0.1238 -0.0655 0.0543 -0.01
As -3.041 -0.025 0.229 0.3732 0.2466 0.3789 2.32
C -4.622 -0.033 -0.924 0.2351 0.0644 -0.2027 -0.25
C -4.800 1.058 -1.773 0.1064 0.0584 0.0487 0.17
C -5.881 1.114 -2.636 -0.0023 0.0104 -0.0013 -0.42
C -6.804 0.079 -2.656 -0.0103 0.0403 -0.0383 -0.83
C -6.638 -1.001 -1.807 -0.0607 -0.0778 -0.0401 -0.65
C -5.549 -1.065 -0.952 0.0349 -0.1154 0.2426 -0.31
C -3.606 -1.310 1.564 0.1516 0.0619 -0.0707 0.73
C -3.863 -0.950 2.877 0.0035 0.2010 -0.0347 -0.74
C -4.226 -1.922 3.798 -0.0305 0.0452 0.0940 -0.78
C -4.338 -3.243 3.412 0.0076 -0.0545 0.0217 -0.78
C -4.068 -3.606 2.103 0.0066 -0.1018 0.0166 -1.31
C -3.689 -2.645 1.188 0.0995 -0.0403 -0.2598 -0.08
H -1.670 4.320 2.335 0.1039 0.0491 0.0303 0.46
H -3.938 5.008 2.954 -0.0266 0.0853 0.0537 0.38
H -5.877 3.564 2.399 -0.1003 0.0315 0.0160 0.42
H -5.507 1.436 1.214 -0.0006 -0.0022 -0.0021 0.52
H -4.098 1.885 -1.736 -0.0758 -0.1268 0.0194 0.16
H -6.012 1.972 -3.281 -0.0055 0.0491 -0.0515 0.44
H -7.653 0.120 -3.323 -0.0723 0.0086 -0.0504 0.35
H -7.358 -1.808 -1.810 -0.0404 -0.0388 -0.0011 0.43
H -5.445 -1.917 -0.287 -0.0237 0.1377 -0.1304 0.47
H -3.776 0.084 3.194 0.0036 -0.0705 -0.0443 0.36
H -4.417 -1.638 4.824 -0.0007 0.0076 0.0518 0.42
H -4.610 -3.997 4.136 -0.0389 -0.0689 0.0646 0.38
H -4.126 -4.643 1.802 -0.0040 -0.0682 -0.0194 0.41
H -3.440 -2.940 0.170 -0.0156 0.0237 0.1033 0.80
S 1.834 -0.282 -1.269 0.1700 0.2243 0.0193 -0.72
C 1.639 -0.903 -2.909 -0.1342 -0.0917 0.0654 0.91
C 2.505 -0.523 -3.933 -0.0863 -0.0423 0.1550 -0.77
C 2.349 -1.060 -5.199 -0.0784 -0.0667 -0.0889 -0.76
C 1.331 -1.967 -5.468 0.0705 0.0256 -0.0451 -0.76
C 0.464 -2.350 -4.456 -0.0097 -0.0315 0.0476 -1.00
C 0.627 -1.827 -3.185 0.0421 0.1548 0.1322 -0.07
As -0.491 -2.177 -1.646 0.4159 0.3212 0.1385 2.38
C -2.026 -2.998 -2.507 0.0372 -0.0025 0.1354 -0.01
C -2.093 -4.370 -2.743 0.0881 0.0683 0.0963 -1.07
C -3.153 -4.894 -3.466 0.0246 -0.0595 0.0201 -0.83
C -4.140 -4.058 -3.963 -0.0376 -0.0351 -0.0340 -0.79
C -4.070 -2.694 -3.738 -0.0763 0.0725 -0.0149 -0.62
C -3.020 -2.166 -3.006 0.1169 0.2392 0.0067 1.04
C 0.407 -3.665 -0.790 -0.0226 0.0632 -0.0189 0.47
C -0.275 -4.448 0.135 -0.1297 0.1058 -0.0383 -0.15
C 0.386 -5.452 0.819 0.0024 -0.0322 0.0393 -0.49
C 1.732 -5.678 0.586 0.0167 -0.0371 0.0364 -0.74
C 2.417 -4.900 -0.332 0.0615 0.0161 -0.0348 -0.72
C 1.761 -3.890 -1.017 -0.0329 0.0901 -0.2358 -0.92
H 3.280 0.201 -3.733 0.0731 0.0629 0.0283 0.49
H 3.018 -0.753 -5.989 0.0662 0.0139 -0.0898 0.38
H 1.213 -2.372 -6.462 -0.0052 -0.0250 -0.0917 0.40
H -0.332 -3.054 -4.662 -0.0501 -0.0251 0.0073 0.44
H -1.317 -5.027 -2.368 -0.0110 0.0254 0.0120 0.44
H -3.203 -5.959 -3.645 -0.0018 -0.0518 -0.0077 0.42
H -4.963 -4.471 -4.528 -0.0648 -0.0306 -0.0469 0.38
H -4.838 -2.036 -4.122 -0.0491 0.0421 -0.0149 0.47
H -2.961 -1.094 -2.835 -0.0048 -0.1108 -0.0015 -0.25
H -1.314 -4.251 0.360 -0.0422 0.0440 0.0262 0.11
H -0.145 -6.031 1.557 -0.0582 -0.0521 0.0633 0.42
H 2.250 -6.454 1.129 0.0512 -0.0820 0.0468 0.37
H 3.468 -5.072 -0.514 0.0845 -0.0092 -0.0090 0.42
H 2.304 -3.282 -1.733 -0.0493 -0.0342 0.0763 0.37
C -1.193 1.820 -5.828 -0.0034 -0.0366 0.0051 -1.15
C -2.363 1.524 -4.905 -0.0974 -0.2769 -0.1785 -0.17
N -2.471 2.469 -3.811 -0.0897 0.4753 0.2913 0.32
C -1.794 2.373 -2.658 0.1464 0.0965 0.1433 -0.54
S -0.672 1.100 -2.482 0.1807 -0.3791 0.4384 0.31
N -1.961 3.287 -1.707 -0.0010 -0.3005 -0.0300 0.22
C -2.905 4.383 -1.725 -0.1444 0.0746 0.0775 -0.34
C -2.405 5.581 -2.521 -0.0222 -0.0302 0.1113 -1.32
H -1.146 1.074 -6.617 0.0114 -0.0733 -0.0892 0.41
H -0.257 1.786 -5.273 0.0407 -0.0156 0.0246 0.22
H -1.292 2.801 -6.291 -0.0213 0.0795 -0.0234 0.36
H -2.263 0.527 -4.470 -0.0240 0.1061 -0.0975 -0.24
H -3.313 1.560 -5.442 0.0444 -0.0155 -0.0374 0.51
H -2.955 3.333 -4.000 0.0018 -0.0403 0.0404 0.34
H -1.408 3.123 -0.863 0.0560 -0.0097 0.0231 -0.14
H -3.073 4.659 -0.682 -0.0030 0.0101 -0.0564 0.28
H -3.874 4.031 -2.099 0.0383 0.0200 -0.0639 0.24
H -1.496 5.978 -2.075 0.0693 0.0219 0.0361 0.35
H -3.155 6.366 -2.532 -0.1005 0.1250 -0.0050 0.43
H -2.174 5.319 -3.551 0.0258 -0.0280 -0.1384 0.29
```
Positions in Å, forces in eV/Å.

Properties
relative energy (zero: lowest compared OMol25 entry of this formula, charge and spin) = 147.16 kJ/mol
LUMO (alpha / beta) = -0.05 / -0.01 eV
F_max = 2.059 eV/Å
E_HOMO (alpha / beta) = -7.083 / -7.043 eV
molar mass = 995.99 g/mol
calculated total energy = -7780.09280 a.u.
multiplicity = 2
Kohn-Sham gap (alpha / beta) = 7.035 / 7.028 eV